Here is a molecular structure, C23H31AsN3O4PtSi2 from the OMol25 dataset. Energies are from wB97M-V/def2-TZVPD.

Output
- Electronic energy: -4294.30779 Ha
- Max |F|: 1.67 eV/Å
- Total charge: -1

Last column: Mulliken charge in e.
Positions of all 65 atoms, in Å:
Pt1 0.59 0.84 -0.08  1.829
C1 -3.07 0.15 -0.99  -1.314
O1 -2.16 0.55 0.01  0.263
C2 -2.36 0.09 1.27  0.873
C3 -3.64 -0.14 1.74  -0.670
C4 -3.86 -0.61 3.03  -0.608
C5 -2.78 -0.88 3.85  -0.889
C6 -1.50 -0.67 3.38  -0.587
C7 -1.24 -0.16 2.09  -0.015
N1 0.09 -0.01 1.68  -0.504
N2 0.95 -0.06 2.63  -0.324
C8 2.26 -0.30 2.55  -0.301
C9 2.97 -0.60 1.32  0.779
O2 2.41 -0.66 0.21  -0.773
C10 4.38 -0.86 1.43  -0.375
C11 5.03 -0.85 2.61  -0.974
C12 4.36 -0.57 3.84  0.849
C13 5.03 -0.59 5.07  -0.842
C14 4.37 -0.33 6.25  -0.520
C15 3.00 -0.03 6.22  -0.713
C16 2.32 0.00 5.02  -0.482
C17 2.97 -0.28 3.81  0.780
H1 -3.98 0.76 -0.98  0.413
H2 -3.35 -0.91 -0.86  0.445
H3 -2.56 0.27 -1.94  0.197
H4 -4.49 0.08 1.11  0.347
H5 -4.87 -0.78 3.38  0.407
H6 -2.93 -1.25 4.85  0.376
H7 -0.65 -0.90 3.99  0.473
H8 4.89 -1.10 0.51  0.429
H9 6.10 -1.07 2.64  0.328
H10 6.09 -0.82 5.08  0.363
H11 4.90 -0.35 7.19  0.375
H12 2.48 0.19 7.14  0.394
H13 1.27 0.23 5.00  0.402
C18 -1.05 4.25 -2.57  -1.216
Si1 -0.93 4.24 -0.67  0.500
C19 -2.69 3.80 -0.09  -0.773
C20 -0.67 6.09 -0.23  -1.192
As1 0.78 3.14 0.52  -0.492
Si2 2.27 2.78 -1.28  0.554
C21 3.91 2.02 -0.71  -1.021
C22 2.80 4.48 -1.98  -1.164
C23 1.63 1.72 -2.75  -1.386
H14 -1.81 4.95 -2.91  0.421
H15 -1.30 3.27 -2.97  0.278
H16 -0.10 4.56 -3.02  0.312
H17 -3.41 4.59 -0.32  0.472
H18 -2.71 3.63 0.99  0.263
H19 -3.03 2.88 -0.57  -0.037
H20 -1.38 6.74 -0.73  0.340
H21 0.34 6.39 -0.52  0.275
H22 -0.76 6.23 0.85  0.312
H23 4.09 2.24 0.34  0.289
H24 4.75 2.38 -1.29  0.432
H25 3.86 0.93 -0.80  0.159
H26 3.19 5.09 -1.16  0.281
H27 1.96 5.02 -2.42  0.286
H28 3.57 4.38 -2.74  0.396
H29 1.26 0.75 -2.40  0.628
H30 2.42 1.52 -3.46  0.422
H31 0.81 2.22 -3.27  0.171
O3 -0.95 -2.89 -1.15  -0.630
N3 -0.41 -1.94 -0.60  0.134
O4 -0.08 -0.97 -1.37  -0.443

***

Here is a molecular structure, C23H31BiN6O4PSSe3Te from the OMol25 dataset. Energies are from wB97M-V/def2-TZVPD.

Output
- Electronic energy: -9951.07637 Ha
- Max |F|: 0.53 eV/Å
- Total charge: -1

Last column: Mulliken charge in e.
Positions of all 71 atoms, in Å:
Bi1 -0.17 1.82 -0.58  1.420
C1 0.14 5.13 0.61  -0.629
O1 -0.18 3.83 1.12  0.395
C2 -0.77 3.76 2.35  0.467
C3 -0.65 4.78 3.28  -0.584
C4 -1.27 4.67 4.51  -0.661
C5 -2.01 3.53 4.82  -0.862
C6 -2.10 2.50 3.90  -0.349
C7 -1.47 2.59 2.67  0.001
N1 -1.53 1.53 1.70  -0.095
N2 -1.84 0.43 2.23  0.014
C8 -2.05 -0.72 1.52  -1.000
C9 -2.04 -0.85 0.11  1.460
O2 -1.59 0.01 -0.72  -0.925
C10 -2.61 -2.06 -0.45  -0.621
C11 -3.01 -3.09 0.32  -0.970
C12 -2.90 -3.04 1.75  0.913
C13 -3.26 -4.14 2.55  -0.908
C14 -3.16 -4.08 3.91  -0.532
C15 -2.69 -2.90 4.51  -0.715
C16 -2.33 -1.82 3.75  -0.520
C17 -2.43 -1.85 2.34  0.717
H1 -0.71 5.80 0.78  0.409
H2 1.05 5.50 1.08  -0.053
H3 0.29 5.01 -0.46  0.190
H4 -0.06 5.65 3.04  0.467
H5 -1.17 5.47 5.23  0.401
H6 -2.50 3.45 5.78  0.375
H7 -2.66 1.61 4.13  0.467
H8 -2.68 -2.09 -1.53  0.495
H9 -3.42 -3.98 -0.13  0.336
H10 -3.62 -5.04 2.06  0.378
H11 -3.44 -4.93 4.52  0.388
H12 -2.60 -2.85 5.59  0.396
H13 -1.96 -0.92 4.23  0.467
Se1 3.22 5.64 2.28  -0.540
Se2 4.58 5.60 0.44  -0.256
Te1 4.45 3.30 -0.64  0.135
Se3 2.34 3.32 -1.82  -0.330
S1 -1.41 2.95 -2.18  -0.623
C18 3.51 -2.29 -3.66  -1.085
N3 3.10 -1.25 -2.74  0.489
C19 4.15 -0.76 -1.87  -0.769
P1 1.50 -1.11 -2.33  0.446
O3 1.41 -0.20 -1.16  -0.871
N4 0.81 -2.57 -1.98  0.591
C20 0.91 -3.07 -0.61  -1.072
C21 0.30 -3.53 -2.93  -1.082
N5 0.77 -0.69 -3.75  0.186
C22 1.38 0.32 -4.62  -0.886
C23 -0.70 -0.61 -3.79  -0.799
H14 4.32 -1.93 -4.30  0.378
H15 2.68 -2.59 -4.30  0.306
H16 3.88 -3.18 -3.13  0.275
H17 4.94 -0.28 -2.47  0.302
H18 4.60 -1.56 -1.28  0.239
H19 3.74 -0.02 -1.19  -0.001
H20 1.18 -2.26 0.06  0.142
H21 1.65 -3.87 -0.54  0.270
H22 -0.06 -3.46 -0.29  0.403
H23 0.34 -3.13 -3.94  0.364
H24 -0.74 -3.77 -2.70  0.239
H25 0.88 -4.46 -2.90  0.329
H26 2.47 0.26 -4.57  0.313
H27 1.08 1.33 -4.34  0.196
H28 1.07 0.13 -5.65  0.339
H29 -1.13 -1.21 -2.99  0.074
H30 -1.06 -0.97 -4.75  0.320
H31 -1.04 0.42 -3.64  0.222
O4 2.50 1.83 1.80  -0.093
N6 1.81 0.93 1.94  0.119

***

Here is 5 unconnected molecules or ions with the total composition C23H31F12NO12S from the OMol25 dataset. Energies are from wB97M-V/def2-TZVPD.

Output
- Electronic energy: -3449.21347 Ha
- Max |F|: 4.19 eV/Å
- Total charge: 0

Last column: Mulliken charge in e.
Positions of all 80 atoms, in Å:
C1 -1.44 -1.42 1.79  -1.132
C2 -0.93 -0.09 1.18  -0.628
C3 0.11 0.67 2.05  0.037
C4 0.52 1.99 1.28  -0.240
O1 0.97 1.73 -0.07  -0.445
C5 2.28 1.58 0.00  0.627
N1 3.41 1.49 0.09  -0.498
C6 -0.65 3.01 1.36  -0.936
C7 -0.84 3.57 2.80  -0.255
O2 -0.22 2.78 3.83  -0.322
S1 -0.51 1.19 3.69  1.319
O3 0.34 0.55 4.66  -0.723
O4 -1.87 0.82 3.94  -0.652
H1 -2.12 -1.29 2.64  0.346
H2 -2.04 -1.91 1.00  0.263
H3 -0.62 -2.13 2.02  0.335
H4 -1.80 0.51 0.87  0.192
H5 -0.40 -0.35 0.24  0.385
H6 0.98 0.00 2.20  0.491
H7 1.36 2.44 1.86  0.631
H8 -1.62 2.59 1.02  0.220
H9 -0.45 3.84 0.65  0.442
H10 -1.90 3.82 3.02  0.304
H11 -0.31 4.55 2.81  0.239
C8 -6.77 -6.17 1.42  -1.116
C9 -6.58 -5.40 0.14  -0.219
O5 -5.30 -4.74 0.11  -0.315
C10 -4.27 -5.49 -0.27  0.283
O6 -4.33 -6.64 -0.57  -0.521
C11 -2.99 -4.65 -0.29  1.036
F1 -2.87 -3.86 0.79  -0.274
F2 -2.96 -3.83 -1.36  -0.289
F3 -1.89 -5.40 -0.35  -0.239
H12 -6.61 -5.52 2.29  0.304
H13 -7.77 -6.60 1.47  0.381
H14 -6.04 -6.98 1.50  0.314
H15 -7.33 -4.61 0.07  0.323
H16 -6.71 -6.03 -0.74  0.329
C12 -0.11 -6.58 -2.42  -0.938
C13 1.22 -7.09 -2.92  -0.411
O7 1.07 -7.78 -4.17  -0.309
C14 1.02 -7.02 -5.26  0.353
O8 1.10 -5.82 -5.26  -0.506
C15 0.91 -7.89 -6.51  0.886
F4 0.00 -8.87 -6.36  -0.246
F5 2.08 -8.47 -6.81  -0.252
F6 0.54 -7.18 -7.58  -0.240
H17 -0.84 -7.39 -2.36  0.318
H18 0.00 -6.13 -1.43  0.349
H19 -0.52 -5.83 -3.10  0.315
H20 1.62 -7.82 -2.21  0.348
H21 1.95 -6.29 -3.01  0.339
C16 2.17 5.50 6.93  -1.026
C17 3.35 6.16 6.25  -0.229
O9 3.09 6.39 4.86  -0.317
C18 2.38 7.47 4.56  0.349
O10 1.96 8.26 5.36  -0.506
C19 2.22 7.60 3.04  0.876
F7 1.90 6.42 2.47  -0.211
F8 3.36 8.02 2.46  -0.254
F9 1.27 8.47 2.70  -0.252
H22 1.90 4.58 6.41  0.234
H23 2.41 5.26 7.97  0.372
H24 1.29 6.14 6.91  0.313
H25 4.22 5.51 6.30  0.324
H26 3.62 7.10 6.75  0.330
C20 3.70 3.79 -2.78  -1.022
C21 3.90 3.92 -4.27  -0.284
O11 2.78 3.37 -4.99  -0.312
C22 1.72 4.17 -5.12  0.361
O12 1.64 5.28 -4.69  -0.509
C23 0.63 3.46 -5.94  0.876
F10 0.45 2.19 -5.55  -0.238
F11 0.95 3.44 -7.24  -0.252
F12 -0.55 4.08 -5.82  -0.243
H27 3.51 2.76 -2.48  0.232
H28 4.59 4.14 -2.25  0.396
H29 2.85 4.39 -2.45  0.320
H30 4.77 3.34 -4.58  0.343
H31 4.07 4.95 -4.57  0.324

***

Here is a single C23H31N3O5 molecule from the OMol25 dataset. Energies are from wB97M-V/def2-TZVPD.

Output
- Electronic energy: -1435.56788 Ha
- Max |F|: 0.88 eV/Å
- Total charge: 0

Last column: Mulliken charge in e.
Positions of all 62 atoms, in Å:
C1 -5.19 -2.85 -0.79  -1.580
C2 -3.83 -2.82 -0.10  0.515
C3 -4.00 -2.97 1.41  -1.374
C4 -3.09 -1.53 -0.50  -0.465
N1 -1.75 -1.50 0.08  0.135
C5 -0.71 -0.90 -0.52  -0.024
O1 -0.81 -0.30 -1.58  -0.766
C6 0.61 -1.07 0.20  0.466
C7 1.25 -2.43 -0.11  -0.835
C8 2.75 -2.16 -0.08  0.440
O2 3.61 -3.01 -0.01  -0.660
N2 2.93 -0.81 -0.17  0.251
C9 4.16 -0.14 -0.23  0.380
C10 4.23 1.14 -0.77  -0.348
C11 5.43 1.82 -0.80  -1.054
C12 6.59 1.24 -0.31  0.541
C13 6.53 -0.06 0.20  0.460
C14 5.32 -0.73 0.25  -0.741
O3 7.65 -0.70 0.67  -0.450
C15 8.85 -0.09 0.27  -0.452
C16 8.76 1.42 0.48  -0.458
O4 7.75 1.97 -0.33  -0.464
C17 1.68 -0.09 -0.28  -1.361
C18 -3.81 -0.21 -0.12  0.053
O5 -4.68 -0.13 0.73  -0.629
N3 -3.35 0.82 -0.85  -0.044
C19 -3.76 2.20 -0.67  0.006
C20 -5.28 2.41 -0.79  -1.072
C21 -5.73 2.92 0.58  -0.457
C22 -4.52 3.68 1.09  -0.740
C23 -3.37 2.76 0.71  -0.785
H1 -5.82 -2.05 -0.41  0.286
H2 -5.68 -3.80 -0.60  0.464
H3 -5.08 -2.73 -1.86  0.396
H4 -3.22 -3.66 -0.47  0.410
H5 -4.59 -3.86 1.62  0.454
H6 -4.51 -2.11 1.82  0.197
H7 -3.04 -3.09 1.92  0.391
H8 -2.96 -1.52 -1.59  0.334
H9 -1.64 -1.92 0.98  0.265
H10 0.46 -0.97 1.28  0.519
H11 0.98 -3.22 0.58  0.356
H12 0.99 -2.76 -1.13  0.366
H13 3.35 1.62 -1.18  0.422
H14 5.49 2.82 -1.21  0.426
H15 5.31 -1.73 0.65  0.514
H16 9.64 -0.53 0.88  0.339
H17 9.04 -0.29 -0.79  0.291
H18 9.69 1.92 0.20  0.338
H19 8.55 1.63 1.54  0.287
H20 1.71 0.82 0.32  0.503
H21 1.46 0.19 -1.32  0.371
H22 -2.56 0.64 -1.45  0.362
H23 -3.24 2.76 -1.46  0.605
H24 -5.78 1.48 -1.06  0.296
H25 -5.49 3.15 -1.56  0.402
H26 -6.63 3.53 0.52  0.418
H27 -5.93 2.07 1.24  0.161
H28 -4.43 4.64 0.57  0.282
H29 -4.56 3.87 2.17  0.394
H30 -3.31 1.94 1.42  0.259
H31 -2.40 3.27 0.69  0.406